[1]
A cluster of 11 separate species, C36H101N7O15 in total at a distorted geometry, computed with ωB97M-V with the def2-TZVPD basis set.

Geometry as ORCA input:
```
! wB97M-V def2-TZVPD RIJCOSX def2/J DEFGRID3
* xyz 0 1
C 4.12 -5.23 -1.01
O 3.31 -4.11 -1.02
C 1.99 -4.44 -1.37
C 1.81 -4.81 -2.79
C 1.91 -3.53 -3.67
N 0.43 -5.32 -3.08
H 3.76 -6.01 -0.30
H 5.08 -4.95 -0.63
H 4.19 -5.69 -2.00
H 1.68 -5.24 -0.67
H 1.38 -3.59 -1.01
H 2.56 -5.51 -3.13
H 0.91 -3.09 -3.65
H 2.10 -3.75 -4.74
H 2.62 -2.73 -3.37
H 0.26 -6.21 -2.58
H -0.28 -4.67 -2.71
C 2.89 2.62 1.02
O 2.23 3.70 0.41
C 2.68 4.95 0.92
C 1.66 6.03 0.63
C 2.15 7.41 1.09
N 0.38 5.69 1.36
H 2.58 1.68 0.63
H 2.77 2.61 2.10
H 3.97 2.68 0.91
H 2.76 4.80 2.00
H 3.69 5.26 0.60
H 1.55 5.95 -0.46
H 1.30 8.11 1.09
H 2.93 7.73 0.43
H 2.51 7.33 2.14
H -0.05 4.82 1.08
H -0.28 6.43 1.23
C -1.55 -2.85 3.34
O -1.93 -2.56 2.04
C -3.20 -3.07 1.72
C -3.38 -4.60 1.49
C -2.35 -5.15 0.50
N -4.72 -4.92 0.96
H -2.34 -2.63 4.08
H -0.60 -2.40 3.54
H -1.32 -3.91 3.40
H -3.88 -2.85 2.55
H -3.54 -2.62 0.81
H -3.32 -5.09 2.48
H -1.44 -4.51 0.57
H -2.72 -5.09 -0.51
H -2.11 -6.14 0.86
H -5.52 -4.96 1.58
H -4.92 -4.42 0.11
C -2.81 0.48 4.08
O -1.94 1.50 3.61
C -1.82 2.42 4.70
C -0.93 3.59 4.27
C 0.30 3.07 3.55
N -0.75 4.40 5.50
H -3.10 -0.16 3.27
H -3.73 0.84 4.47
H -2.31 -0.17 4.81
H -2.77 2.80 5.05
H -1.44 1.80 5.51
H -1.50 4.16 3.53
H 1.03 3.88 3.43
H 0.00 2.77 2.53
H 0.74 2.20 4.07
H -0.25 3.88 6.23
H -0.19 5.24 5.26
C -2.71 1.95 -4.17
O -3.04 2.38 -2.92
C -3.34 1.40 -1.98
C -4.64 0.68 -2.07
C -5.82 1.61 -1.91
N -4.64 -0.43 -1.08
H -3.52 1.55 -4.80
H -1.89 1.20 -4.13
H -2.24 2.78 -4.73
H -2.56 0.65 -1.93
H -3.29 1.84 -0.98
H -4.71 0.20 -3.03
H -5.94 2.34 -2.74
H -5.79 2.09 -0.94
H -6.77 1.05 -1.86
H -3.72 -0.88 -1.06
H -4.73 -0.05 -0.10
C 1.85 -4.76 2.82
O 2.03 -3.60 3.56
C 2.18 -2.49 2.70
C 2.68 -1.30 3.44
C 1.68 -1.00 4.56
N 2.87 -0.17 2.58
H 2.61 -4.90 2.05
H 0.85 -4.71 2.33
H 1.96 -5.56 3.56
H 2.81 -2.76 1.85
H 1.17 -2.21 2.37
H 3.67 -1.52 3.84
H 2.07 -0.15 5.11
H 1.69 -1.86 5.24
H 0.67 -0.83 4.17
H 3.49 -0.32 1.80
H 2.00 0.21 2.24
C 4.79 -1.05 -4.64
O 4.78 -1.22 -3.24
C 4.93 0.08 -2.66
C 4.86 0.06 -1.11
C 5.93 -0.93 -0.57
N 3.52 -0.33 -0.69
H 5.78 -0.67 -4.94
H 4.04 -0.34 -5.02
H 4.68 -2.00 -5.19
H 5.91 0.50 -2.86
H 4.11 0.72 -2.96
H 5.12 1.08 -0.81
H 6.04 -0.84 0.50
H 6.95 -0.66 -0.82
H 5.65 -1.92 -0.90
H 2.78 0.28 -1.05
H 3.36 -1.24 -1.14
O -3.36 -2.37 -5.52
C -2.54 -3.13 -4.67
C -2.29 -2.22 -3.46
O -1.65 -3.00 -2.47
H -3.43 -2.84 -6.36
H -3.00 -4.08 -4.36
H -1.59 -3.39 -5.15
H -3.29 -1.88 -3.18
H -1.70 -1.33 -3.74
H -1.53 -2.39 -1.74
O -4.16 1.93 1.98
C -4.84 3.22 1.92
C -4.13 4.15 0.92
O -2.83 4.44 1.40
H -3.31 2.06 2.47
H -5.92 3.08 1.83
H -4.69 3.76 2.88
H -4.75 5.01 0.72
H -4.02 3.72 -0.11
H -2.33 4.61 0.60
O 2.46 3.00 -5.39
C 1.51 2.88 -4.33
C 1.97 3.50 -3.04
O 0.96 3.20 -2.09
H 2.29 3.77 -5.93
H 0.53 3.32 -4.62
H 1.37 1.80 -4.14
H 2.13 4.57 -3.18
H 2.95 3.11 -2.78
H 1.33 3.38 -1.21
O -1.39 -1.28 -0.33
C -0.38 -0.30 -0.48
C -0.57 0.72 0.65
O -0.32 0.02 1.86
H -1.17 -1.78 0.49
H 0.64 -0.67 -0.34
H -0.46 0.20 -1.45
H -1.58 1.15 0.69
H 0.07 1.60 0.54
H -0.40 0.64 2.61
*
```

Results
ΔE to the lowest compared entry with this formula, charge and spin: 1.287 eV
E_tot: -2943.90133 Ha
strongest force on any atom: 2.77 eV Å⁻¹
SMILES: COC[C@H](C)N.COC[C@H](C)N.COC[C@H](C)N.COC[C@H](C)N.COC[C@H](C)N.COC[C@H](C)N.COC[C@H](C)N.OCCO.OCCO.OCCO.OCCO
orbital gap: 9.156 eV

Results of the Mulliken charge analysis, in e, for atoms 1 through 99: -1.021 0.123 0.167 0.284 -0.539 -0.678 0.317 0.302 0.281 0.363 -0.606 0.376 -0.048 0.325 -0.092 0.312 0.083 -0.218 0.013 -1.109 0.518 -1.483 -0.305 -0.774 0.506 0.563 0.465 0.384 0.069 0.368 0.419 0.323 -0.190 0.325 -0.788 0.312 -0.423 0.043 -0.895 -0.616 0.342 -0.160 0.369 0.451 -0.419 0.492 -0.058 0.415 0.259 0.249 0.180 -1.280 0.840 -1.393 0.640 -0.389 -0.729 0.199 0.475 0.381 0.194 0.592 0.088 0.261 -0.434 0.186 0.288 0.287 -0.448 -0.539 1.799 0.349 -1.484 -0.580 0.272 0.016 0.314 -0.612 -0.910 0.372 0.315 0.141 0.404 -0.056 0.362 -0.273 -0.448 0.941 -0.069 -1.177 -0.225 0.141 0.027 0.308 0.325 -0.867 0.537 0.406 0.481

=====

[2]
A cluster of 10 separate species, C36H102F9N8O10P in total at a distorted geometry, computed with ωB97M-V with the def2-TZVPD basis set.

Geometry as ORCA input:
```
! wB97M-V def2-TZVPD RIJCOSX def2/J DEFGRID3
* xyz 6 1
C 8.78 21.35 9.28
C 9.91 20.52 8.65
C 9.73 19.02 8.89
O 10.75 18.46 8.05
C 10.69 16.97 7.97
N 10.19 20.69 7.13
H 9.43 20.91 6.47
H 10.87 21.43 6.90
H 10.62 19.76 6.86
H 8.59 21.03 10.32
H 7.84 21.43 8.70
H 9.14 22.38 9.32
H 10.84 20.81 9.18
H 8.74 18.80 8.51
H 9.90 18.73 9.91
H 11.50 16.69 7.33
H 9.73 16.63 7.61
H 10.92 16.53 8.99
C 11.72 12.35 23.38
C 12.09 13.42 24.41
C 11.17 14.61 24.31
O 11.24 15.13 25.65
C 10.44 16.32 25.81
N 12.06 12.86 25.83
H 11.22 12.29 25.97
H 12.89 12.27 26.08
H 12.03 13.70 26.40
H 10.83 11.77 23.62
H 12.50 11.57 23.30
H 11.51 12.81 22.41
H 13.14 13.70 24.34
H 10.16 14.19 24.17
H 11.48 15.29 23.56
H 10.58 16.71 26.78
H 9.38 16.01 25.65
H 10.74 17.04 25.02
C 7.78 12.84 14.72
C 7.26 11.92 15.81
C 6.68 12.53 17.13
O 6.22 11.43 17.89
C 6.27 11.75 19.36
N 6.09 11.06 15.29
H 5.69 10.64 16.13
H 5.43 11.73 14.93
H 6.32 10.30 14.64
H 8.68 13.35 15.06
H 7.00 13.58 14.45
H 7.90 12.42 13.70
H 7.97 11.19 16.18
H 5.92 13.30 16.87
H 7.53 13.04 17.60
H 7.06 12.48 19.53
H 6.37 10.82 19.92
H 5.32 12.16 19.77
C 16.90 18.35 25.94
C 17.32 19.59 25.08
C 16.59 19.64 23.77
O 15.30 20.01 24.09
C 14.36 19.32 23.31
N 17.03 20.80 25.81
H 16.03 21.05 25.85
H 17.49 20.74 26.74
H 17.47 21.60 25.36
H 17.49 18.30 26.88
H 16.96 17.48 25.27
H 15.83 18.44 26.22
H 18.39 19.63 24.88
H 16.67 18.62 23.32
H 17.13 20.35 23.13
H 13.44 19.89 23.44
H 14.20 18.31 23.62
H 14.62 19.31 22.27
C 11.19 7.09 11.69
C 12.09 6.36 12.68
C 11.90 6.73 14.14
O 10.62 6.53 14.75
C 10.74 6.75 16.12
N 11.89 4.87 12.58
H 12.22 4.40 13.42
H 10.87 4.73 12.53
H 12.36 4.36 11.79
H 11.40 8.21 11.61
H 10.13 7.00 11.96
H 11.21 6.69 10.71
H 13.15 6.50 12.42
H 12.30 7.75 14.12
H 12.61 6.19 14.74
H 10.96 7.77 16.25
H 11.57 6.17 16.60
H 9.82 6.45 16.66
C 5.34 18.01 19.87
C 6.59 18.94 19.71
C 6.81 19.86 20.89
O 7.99 20.59 20.77
C 7.84 21.85 21.32
N 7.96 18.15 19.55
H 8.67 18.93 19.61
H 8.19 17.42 20.22
H 8.11 17.76 18.59
H 5.37 17.27 20.63
H 5.30 17.53 18.91
H 4.46 18.65 20.14
H 6.56 19.48 18.77
H 6.77 19.29 21.82
H 5.93 20.47 20.90
H 8.76 22.23 21.76
H 7.10 21.87 22.13
H 7.44 22.51 20.56
C 19.10 21.89 17.27
C 19.72 21.07 16.18
C 18.70 20.12 15.57
O 17.68 20.90 15.00
C 16.75 20.16 14.24
N 19.96 22.04 15.00
H 18.96 22.06 14.59
H 20.09 23.00 15.35
H 20.74 21.78 14.40
H 18.34 22.62 16.86
H 19.89 22.38 17.86
H 18.63 21.25 18.07
H 20.66 20.52 16.40
H 18.39 19.52 16.41
H 19.14 19.49 14.79
H 15.93 20.81 13.92
H 16.37 19.24 14.72
H 17.22 19.80 13.32
C 13.19 12.55 15.17
C 14.10 11.34 15.24
C 14.57 10.90 13.88
O 15.26 9.73 14.10
C 15.66 9.12 12.91
N 15.20 11.60 16.26
H 15.97 11.00 16.15
H 15.38 13.32 16.38
H 14.86 11.43 17.20
H 13.68 13.49 14.84
H 12.74 12.81 16.13
H 12.48 12.30 14.40
H 13.56 10.51 15.71
H 15.21 11.71 13.49
H 13.73 10.67 13.17
H 14.89 8.43 12.54
H 16.56 8.52 13.11
H 15.92 9.80 12.05
C 16.78 14.41 16.96
O 16.41 14.46 18.35
O 15.70 14.36 16.14
C 17.61 15.67 16.76
F 16.95 16.72 17.15
F 18.75 15.65 17.43
F 17.92 15.88 15.49
C 15.18 14.96 18.66
C 14.96 14.92 20.15
H 13.92 15.13 20.41
H 15.30 13.94 20.44
H 15.52 15.73 20.64
H 14.40 14.38 18.11
H 15.06 15.96 18.22
H 17.51 13.58 16.95
P 10.17 15.46 18.04
F 9.19 16.43 17.11
F 8.92 15.38 19.14
F 9.45 14.20 17.26
F 10.94 14.42 18.95
F 11.30 15.47 16.91
F 10.72 16.75 18.86
*
```

Results
ΔE to the lowest compared entry with this formula, charge and spin: 0.000 eV
E_tot: -3861.43039 Ha
strongest force on any atom: 3.42 eV Å⁻¹
orbital gap: 8.768 eV

Results of the Mulliken charge analysis, in e, for atoms 1 through 99: -1.338 0.208 -0.660 -0.443 -0.713 -0.284 0.362 0.371 0.378 0.362 0.378 0.394 0.242 0.404 0.456 0.284 0.340 0.258 -1.419 0.066 -0.701 -0.438 -0.681 -0.246 0.358 0.372 0.387 0.442 0.400 0.346 0.380 0.378 0.518 0.296 0.317 0.225 -1.357 0.038 0.107 -0.442 -0.541 -0.231 0.379 0.347 0.339 0.284 0.395 0.410 0.321 0.334 -0.119 0.195 0.270 0.279 -1.217 -0.015 -0.471 -0.355 -0.903 -0.255 0.339 0.375 0.360 0.417 0.318 0.347 0.368 0.307 0.359 0.289 0.357 0.380 -1.392 0.156 -0.783 -0.364 -0.717 -0.247 0.342 0.391 0.368 0.293 0.366 0.460 0.247 0.308 0.604 0.310 0.333 0.277 -1.446 0.241 -0.761 -0.375 -0.775 -0.152 0.408 0.276 0.270

=====

[3]
A cluster of 11 separate species, C36H102N8O12 in total at a distorted geometry, computed with ωB97M-V with the def2-TZVPD basis set.

Geometry as ORCA input:
```
! wB97M-V def2-TZVPD RIJCOSX def2/J DEFGRID3
* xyz 0 1
C 1.54 -21.56 18.43
O 0.55 -20.93 19.18
C -0.37 -21.83 19.71
C -1.37 -21.15 20.63
C -0.76 -20.19 21.60
N -2.24 -22.17 21.21
H 2.13 -20.72 18.06
H 1.17 -22.16 17.59
H 2.18 -22.27 19.00
H -0.86 -22.49 18.99
H 0.14 -22.54 20.40
H -1.99 -20.61 19.93
H -0.49 -19.31 21.01
H 0.16 -20.62 22.01
H -1.46 -19.89 22.37
H -2.88 -22.68 20.58
H -1.75 -22.93 21.67
C -1.98 -19.75 16.88
O -2.83 -20.10 15.82
C -4.12 -20.09 16.22
C -5.05 -20.43 15.04
C -6.52 -20.26 15.38
N -4.77 -21.72 14.50
H -2.08 -20.53 17.69
H -2.30 -18.78 17.31
H -0.93 -19.72 16.53
H -4.31 -20.78 17.07
H -4.42 -19.10 16.63
H -4.89 -19.77 14.16
H -6.80 -19.19 15.44
H -6.80 -20.66 16.38
H -7.14 -20.75 14.60
H -3.77 -21.87 14.35
H -4.93 -22.37 15.27
C -1.60 -20.14 12.56
O -2.98 -20.17 12.16
C -3.20 -20.16 10.75
C -4.71 -20.12 10.47
C -5.39 -18.85 11.04
N -5.38 -21.31 10.95
H -1.59 -20.11 13.66
H -1.08 -19.28 12.13
H -1.11 -21.06 12.27
H -2.63 -19.30 10.43
H -2.79 -21.09 10.37
H -4.76 -20.16 9.37
H -6.47 -18.85 10.91
H -4.99 -17.94 10.56
H -5.15 -18.82 12.11
H -5.00 -21.47 11.88
H -5.12 -22.13 10.46
C 7.17 -19.56 11.22
O 6.32 -18.88 10.33
C 5.08 -18.41 10.87
C 5.14 -17.11 11.55
C 3.82 -16.76 12.15
N 5.54 -16.12 10.50
H 8.13 -19.75 10.71
H 6.78 -20.54 11.47
H 7.34 -19.09 12.18
H 4.38 -18.41 10.01
H 4.67 -19.19 11.57
H 5.90 -17.09 12.35
H 3.59 -17.43 13.01
H 2.99 -16.94 11.45
H 3.87 -15.73 12.52
H 5.69 -15.21 10.93
H 6.43 -16.41 10.06
C -2.68 -17.20 20.32
O -1.89 -16.63 19.34
C -2.31 -15.33 19.02
C -1.40 -14.75 18.03
C -1.89 -13.39 17.60
N -1.24 -15.68 16.91
H -2.57 -16.65 21.28
H -2.30 -18.21 20.51
H -3.75 -17.30 20.06
H -3.33 -15.40 18.67
H -2.33 -14.72 19.91
H -0.40 -14.67 18.48
H -2.77 -13.56 16.99
H -1.10 -12.97 16.96
H -2.01 -12.81 18.51
H -2.11 -16.02 16.56
H -0.67 -16.49 17.15
C -3.31 -16.93 14.11
O -3.89 -16.58 15.39
C -5.24 -16.16 15.22
C -5.73 -15.67 16.56
C -5.78 -16.88 17.55
N -7.16 -15.19 16.30
H -2.96 -16.02 13.57
H -4.05 -17.42 13.50
H -2.48 -17.61 14.29
H -5.32 -15.33 14.52
H -5.94 -16.96 14.89
H -5.08 -14.88 16.95
H -6.17 -16.51 18.50
H -4.78 -17.27 17.67
H -6.50 -17.58 17.20
H -7.03 -14.40 15.68
H -7.54 -14.79 17.16
C 1.46 -17.88 18.66
O 2.29 -16.86 19.09
C 2.68 -15.93 18.12
C 3.86 -15.14 18.56
C 4.34 -14.21 17.46
N 4.97 -16.10 18.91
H 1.92 -18.37 17.78
H 0.42 -17.63 18.40
H 1.46 -18.66 19.45
H 3.01 -16.47 17.23
H 1.87 -15.27 17.84
H 3.58 -14.54 19.46
H 5.13 -13.54 17.81
H 3.48 -13.69 17.09
H 4.77 -14.83 16.66
H 5.80 -15.58 19.15
H 4.70 -16.62 19.75
C 6.13 -21.88 18.26
O 6.72 -21.01 17.38
C 6.12 -19.76 17.14
C 5.09 -19.72 16.07
C 5.61 -20.45 14.85
N 4.70 -18.35 15.72
H 6.08 -21.40 19.25
H 6.79 -22.73 18.40
H 5.11 -22.21 18.01
H 5.70 -19.49 18.12
H 6.95 -19.10 16.88
H 4.15 -20.19 16.41
H 5.74 -21.53 14.98
H 6.61 -20.02 14.57
H 4.95 -20.27 13.98
H 5.25 -17.98 14.92
H 4.90 -17.70 16.50
O -0.17 -14.67 14.42
C 1.22 -14.60 14.45
C 1.66 -13.14 14.48
O 3.11 -13.05 14.26
H -0.53 -15.01 15.27
H 1.66 -15.12 15.33
H 1.72 -15.01 13.59
H 1.33 -12.61 15.42
H 1.09 -12.60 13.74
H 3.37 -12.18 14.54
C 1.03 -18.52 14.65
O 2.04 -19.23 15.35
H 1.44 -17.73 14.00
H 0.46 -19.12 13.93
H 0.30 -18.12 15.37
H 2.90 -18.77 15.44
C 2.90 -22.37 13.18
O 1.84 -21.48 13.42
H 3.72 -21.80 12.69
H 3.33 -22.89 14.08
H 2.59 -23.10 12.44
H 2.10 -20.79 14.06
*
```

Results
ΔE to the lowest compared entry with this formula, charge and spin: 0.000 eV
E_tot: -2773.53597 Ha
strongest force on any atom: 2.75 eV Å⁻¹
SMILES: COC[C@H](C)N.COC[C@H](C)N.COC[C@H](C)N.COC[C@H](C)N.COC[C@H](C)N.COC[C@H](C)N.COC[C@H](C)N.COC[C@H](C)N.OCCO.CO.CO
orbital gap: 9.507 eV

Results of the Mulliken charge analysis, in e, for atoms 1 through 99: -0.602 0.028 -1.097 1.526 -1.244 -0.705 -0.222 0.404 0.387 0.327 0.493 -0.438 0.063 0.393 0.352 0.243 0.259 0.176 -0.236 -0.579 1.909 -1.628 -0.691 0.304 -0.027 -0.402 0.381 -0.146 -1.016 0.243 0.317 0.465 0.229 0.337 -0.990 0.107 -0.748 0.224 -0.788 -0.723 -0.253 0.471 0.542 0.464 0.250 0.455 0.380 0.368 -0.322 0.226 0.309 -0.660 -0.398 -0.371 0.922 -0.908 -0.778 0.307 0.286 0.233 0.369 -0.039 0.047 -0.152 0.373 0.185 0.257 0.282 -0.403 -0.008 -0.963 0.773 -1.625 0.896 0.314 -0.226 0.283 0.064 0.587 0.292 0.224 0.169 0.528 -0.444 -0.387 -0.761 0.260 -1.038 0.595 -1.006 -0.760 0.460 0.438 -0.196 0.447 0.247 0.181 0.504 -0.362